Molecular formula: C5H8O
Method: DFT, wB97M-V/def2-TZVPD

```
14
Properties=species:S:1:pos:R:3:forces:R:3:lowdin_charge:R:1
C 1.112 0.434 -0.651 0.072 0.056 -0.054 -0.051
C 0.274 0.967 0.524 -0.166 0.441 0.039 -0.302
C -1.151 0.463 0.230 -0.113 0.107 0.002 -0.124
C -0.777 -0.984 -0.214 0.015 -0.038 0.087 -0.117
C 0.733 -0.857 0.103 0.124 -0.315 -0.024 -0.281
O 0.763 -0.109 1.346 0.060 -0.021 0.148 -0.076
H 0.730 0.612 -1.663 0.098 -0.209 0.191 0.115
H 2.179 0.652 -0.583 -0.171 0.109 0.128 0.112
H 0.417 1.956 0.960 -0.117 -0.064 -0.085 0.144
H -1.729 0.451 1.157 0.011 0.121 -0.153 0.110
H -1.674 1.052 -0.526 0.020 -0.129 0.040 0.109
H -1.272 -1.770 0.362 0.083 0.205 0.043 0.106
H -1.001 -1.157 -1.276 0.290 -0.011 0.261 0.109
H 1.395 -1.709 0.231 -0.206 -0.253 -0.623 0.143
```
Forces are in eV/Å.

Its LUMO energy is 0.0415 hartree. The gap between HOMO and LUMO is 0.397 Ha. Its HOMO energy is -9.671 eV. The calculation puts the energy at -270.5002 a.u. The relative energy (zero: lowest compared OMol25 entry of this formula, charge and spin) is 151.5 kJ/mol.